Entry a
A gas-phase ion, C4H9O2 (charge -1). Source: OMol25; level of theory: ωB97M-V/def2-TZVPD.

Calculated values
HOMO-LUMO gap (eV): 7.2
2S+1: 1
Total charge: -1
SMILES: C[C@H](O)CC[O-]

Last column: Mulliken charge in e.
Cartesian coordinates (Å):
1 C -1.90 0.46 -0.64  -1.214
2 C -0.51 0.48 0.20  0.196
3 O 0.33 1.52 -0.40  -0.627
4 C 0.23 -0.91 0.03  -0.674
5 C 1.73 -0.63 0.58  -0.546
6 O 2.49 0.48 0.11  -0.878
7 H -1.70 0.96 -1.61  0.297
8 H -2.70 0.93 -0.11  0.336
9 H -2.25 -0.58 -0.86  0.268
10 H -0.71 0.80 1.24  0.245
11 H 1.23 1.29 -0.03  0.419
12 H 0.29 -1.08 -1.08  0.292
13 H -0.42 -1.68 0.44  0.350
14 H 1.57 -0.50 1.66  0.223
15 H 2.32 -1.55 0.46  0.313

***

Entry b
2 unconnected molecules or ions with the total composition C4H9O2. Source: OMol25; level of theory: ωB97M-V/def2-TZVPD.

Calculated values
HOMO-LUMO gap (eV): 7.2
2S+1: 1
Total charge: -1

Last column: Mulliken charge in e.
Cartesian coordinates (Å):
1 C 1.00 1.20 1.84  -0.523
2 C -0.04 0.42 2.58  0.516
3 O 0.20 -0.06 3.69  -0.728
4 O -1.17 0.31 2.01  -0.751
5 H 1.27 0.50 1.12  -0.011
6 H 1.92 1.57 2.42  0.252
7 H 0.49 2.02 1.40  0.256
8 C -0.16 -0.63 -1.18  -0.736
9 C -0.77 -0.75 -2.58  -1.038
10 H 0.80 -0.03 -1.25  0.192
11 H -0.78 -0.38 -0.32  0.313
12 H 0.07 -1.57 -0.84  0.338
13 H -0.76 0.11 -3.18  0.331
14 H -1.77 -1.15 -2.57  0.316
15 H -0.30 -1.56 -3.14  0.273

***

Entry c
A gas-phase ion, C4H9O2 (charge -1). Source: OMol25; level of theory: ωB97M-V/def2-TZVPD.

Calculated values
HOMO-LUMO gap (eV): 5.8
2S+1: 1
Total charge: -1
SMILES: [O-]CCCCO

Last column: Mulliken charge in e.
Cartesian coordinates (Å):
1 O 3.27 -0.04 0.64  -0.844
2 C 2.14 -0.58 0.18  -0.379
3 C 0.97 0.40 0.26  -0.361
4 C -0.47 0.32 -0.44  -0.135
5 C -1.65 -0.30 0.19  -0.337
6 O -2.85 -0.10 -0.71  -0.525
7 H 1.88 -1.47 0.74  0.157
8 H 2.21 -1.01 -1.01  0.067
9 H 0.52 0.32 1.35  0.063
10 H 1.54 1.34 -0.02  0.202
11 H -0.35 0.00 -1.54  0.171
12 H -0.54 1.50 -0.52  0.170
13 H -1.53 -1.33 0.22  0.268
14 H -2.06 0.15 1.28  0.205
15 H -3.06 0.79 -0.62  0.276

***

Decreasing stability: entry b, entry a, entry c

***

Entry a
A gas-phase ion, C7H15N (charge +1). Source: OMol25; level of theory: ωB97M-V/def2-TZVPD.

Calculated values
HOMO-LUMO gap (spin up / spin down) (eV): 10.8 / 7.7
2S+1: 2
Total charge: +1

Last column: Mulliken spin population.
Cartesian coordinates (Å):
1 C 3.30 0.24 -0.25  0.009
2 C 1.92 0.44 0.36  0.043
3 C 0.86 0.16 -0.81  0.073
4 C -0.50 0.20 -0.08  0.250
5 C -1.36 1.11 -0.66  0.242
6 N -2.73 1.16 -0.33  0.296
7 C -0.92 -0.78 1.05  0.026
8 C -0.90 -2.29 0.56  0.031
9 H 3.67 1.13 -0.74  0.000
10 H 4.03 0.02 0.59  0.003
11 H 3.37 -0.67 -0.80  -0.001
12 H 1.80 1.55 0.52  -0.003
13 H 1.76 -0.04 1.30  0.002
14 H 1.08 0.93 -1.64  0.004
15 H 1.04 -0.77 -1.36  0.013
16 H -1.01 1.89 -1.33  0.006
17 H -3.15 1.99 -0.10  0.002
18 H -3.01 0.39 0.29  -0.011
19 H -1.84 -0.46 1.44  0.004
20 H -0.14 -0.69 1.78  0.013
21 H -1.75 -2.39 -0.15  -0.001
22 H -1.09 -2.96 1.43  0.002
23 H 0.06 -2.46 0.13  -0.004

***

Entry b
A gas-phase ion, C7H15N (charge +1). Source: OMol25; level of theory: ωB97M-V/def2-TZVPD.

Calculated values
HOMO-LUMO gap (spin up / spin down) (eV): 10.2 / 5.3
2S+1: 2
Total charge: +1

Last column: Mulliken spin population.
Cartesian coordinates (Å):
1 C 0.09 -0.60 -0.71  0.043
2 C -0.17 -2.04 -0.20  0.007
3 C -1.70 -2.34 -0.20  0.000
4 C -2.34 -2.27 -1.35  0.009
5 C 0.12 0.45 0.44  0.036
6 N 1.13 1.53 0.25  0.762
7 C 0.36 2.83 0.02  0.011
8 C 2.19 1.38 1.21  0.004
9 H -0.79 -0.38 -1.36  0.001
10 H 0.98 -0.60 -1.34  -0.008
11 H 0.14 -2.19 0.86  0.000
12 H 0.32 -2.76 -0.84  0.002
13 H -2.21 -2.76 0.66  0.000
14 H -3.43 -2.25 -1.33  0.000
15 H -1.90 -1.93 -2.28  0.000
16 H -0.92 0.83 0.45  0.009
17 H 0.15 -0.05 1.41  0.005
18 H 0.99 3.44 -0.59  0.003
19 H -0.51 2.60 -0.64  0.003
20 H 0.03 3.16 0.99  0.029
21 H 1.95 1.61 2.27  0.060
22 H 2.45 0.32 1.26  0.012
23 H 3.06 2.02 1.01  0.011

***

Decreasing stability: entry a, entry b

***

Entry a
2 unconnected molecules or ions with the total composition H4NO2P2. Source: OMol25; level of theory: ωB97M-V/def2-TZVPD.

Calculated values
HOMO-LUMO gap (spin up / spin down) (eV): 7.8 / 7.8
2S+1: 1
Total charge: -1

Last column: Mulliken charge in e.
Cartesian coordinates (Å):
1 N 0.44 1.41 -0.01  -0.688
2 O -1.75 0.71 -1.24  -0.677
3 O -1.40 0.09 1.30  -0.693
4 P 0.02 -1.82 -0.42  -0.183
5 P -0.87 0.33 -0.11  0.704
6 H 0.83 1.02 0.79  0.315
7 H -0.09 2.24 0.37  0.262
8 H 0.74 -1.87 0.92  0.047
9 H 2.07 -2.11 -1.59  -0.087

***

Entry b
A gas-phase ion, H4NO2P2 (charge -1). Source: OMol25; level of theory: ωB97M-V/def2-TZVPD.

Calculated values
HOMO-LUMO gap (eV): 9.1
2S+1: 1
Total charge: -1
SMILES: N[P@](=O)([O-])P

Last column: Mulliken charge in e.
Cartesian coordinates (Å):
1 N -0.18 -1.25 -0.88  -0.786
2 P -1.11 0.23 0.03  0.758
3 O -1.48 -0.17 1.41  -0.674
4 O -2.15 0.67 -0.96  -0.698
5 P 0.61 1.65 -0.15  -0.216
6 H -0.44 -0.92 -1.88  0.256
7 H -0.72 -2.05 -0.61  0.246
8 H -0.02 1.81 -1.33  0.040
9 H 1.50 0.50 -0.60  0.074

***

Decreasing stability: entry b, entry a

***

Entry a
C4H6N2OS in the gas phase. Source: OMol25; level of theory: ωB97M-V/def2-TZVPD.

Calculated values
HOMO-LUMO gap (eV): 8.3
2S+1: 1
SMILES: C=CC(=S)O/C=N\N

Last column: Mulliken charge in e.
Cartesian coordinates (Å):
1 C -2.07 -0.13 0.88  -0.516
2 C -0.92 0.67 0.82  -0.136
3 C -0.06 0.58 -0.42  0.145
4 S 0.20 1.82 -1.49  -0.259
5 O -0.07 -0.71 -0.79  -0.385
6 C 0.02 -1.72 0.23  -0.081
7 N 0.93 -1.73 1.11  -0.309
8 N 1.67 -0.68 1.10  -0.303
9 H -2.56 -0.85 0.17  0.245
10 H -2.80 -0.05 1.63  0.330
11 H -0.99 1.61 1.42  0.365
12 H -0.60 -2.64 0.04  0.389
13 H 2.31 -0.58 2.06  0.277
14 H 1.94 -0.46 0.21  0.237

***

Entry b
C4H6N2OS in the gas phase. Source: OMol25; level of theory: ωB97M-V/def2-TZVPD.

Calculated values
HOMO-LUMO gap (eV): 7.9
2S+1: 1
SMILES: Nc1cc(S)c(N)o1

Last column: Mulliken charge in e.
Cartesian coordinates (Å):
1 N -3.02 -0.49 0.11  -0.485
2 C -1.69 -0.36 -0.03  0.329
3 C -0.60 -1.19 -0.04  -0.427
4 C 0.56 -0.36 0.00  -0.221
5 S 2.33 -0.78 -0.08  -0.254
6 C 0.17 0.89 0.06  0.519
7 N 0.94 2.06 0.13  -0.607
8 O -1.24 0.92 -0.07  -0.392
9 H -3.46 -1.42 0.00  0.248
10 H -3.61 0.28 -0.32  0.250
11 H -0.65 -2.32 -0.07  0.304
12 H 2.36 -1.13 1.27  0.149
13 H 0.13 2.84 -0.09  0.313
14 H 1.72 2.03 -0.57  0.272

***

Entry c
2 unconnected molecules or ions with the total composition C4H6N2OS. Source: OMol25; level of theory: ωB97M-V/def2-TZVPD.

Calculated values
HOMO-LUMO gap (eV): 8.6
2S+1: 1

Last column: Mulliken charge in e.
Cartesian coordinates (Å):
1 C 0.36 -2.03 0.74  -0.850
2 C 0.02 0.86 -1.40  0.539
3 C -0.77 1.31 -0.22  -0.674
4 C -0.56 0.25 0.58  0.286
5 H -0.54 -2.21 1.36  0.286
6 H 0.56 -2.64 -0.30  0.296
7 H 1.29 -1.90 1.28  0.312
8 H 1.68 1.13 -2.76  0.434
9 H -0.90 2.36 -0.06  0.279
10 H -1.24 2.00 2.04  0.175
11 N 0.15 -0.74 0.08  0.625
12 N 0.55 -0.40 -1.24  -0.817
13 O 0.42 1.43 -2.52  -0.624
14 S -1.01 0.58 2.44  -0.267

***

Decreasing stability: entry b, entry c, entry a

***

Entry a
C4H6N2OS in the gas phase. Source: OMol25; level of theory: ωB97M-V/def2-TZVPD.

Calculated values
HOMO-LUMO gap (eV): 8.5
2S+1: 1
SMILES: [H]/N=C/N(C=O)CC=S

Last column: Mulliken charge in e.
Cartesian coordinates (Å):
1 H 2.03 2.34 -0.47  0.249
2 N 1.26 1.77 -0.12  -0.562
3 C 1.40 0.53 -0.33  -0.050
4 N 0.38 -0.35 0.09  0.125
5 C 0.67 -1.69 0.03  0.093
6 O 1.75 -2.15 -0.25  -0.524
7 C -0.75 0.21 0.72  -0.686
8 C -1.93 0.32 -0.29  -0.218
9 S -3.34 -0.51 -0.23  -0.196
10 H 2.27 0.05 -0.86  0.333
11 H -0.22 -2.29 0.21  0.350
12 H -1.09 -0.50 1.48  0.430
13 H -0.63 1.26 1.10  0.340
14 H -1.79 1.02 -1.10  0.316

***

Entry b
C4H6N2OS in the gas phase. Source: OMol25; level of theory: ωB97M-V/def2-TZVPD.

Calculated values
HOMO-LUMO gap (eV): 8.4
2S+1: 1
SMILES: CC(=S)/N=C/NC=O

Last column: Mulliken charge in e.
Cartesian coordinates (Å):
1 C -0.21 0.17 2.77  -0.927
2 C -0.64 0.60 1.40  0.426
3 S -1.45 2.00 1.11  -0.285
4 N -0.34 -0.34 0.42  -0.531
5 C 0.02 0.06 -0.73  0.124
6 N 0.23 -0.82 -1.76  -0.108
7 C 0.68 -0.46 -3.01  0.158
8 O 0.85 -1.25 -3.91  -0.509
9 H 0.88 -0.09 2.77  0.268
10 H -0.40 0.95 3.53  0.331
11 H -0.77 -0.75 3.05  0.265
12 H 0.22 1.11 -0.97  0.214
13 H 0.03 -1.81 -1.56  0.316
14 H 0.87 0.61 -3.11  0.258

***

Decreasing stability: entry b, entry a

***

Entry a
A molecular structure, C4H6N2OS. Source: OMol25; level of theory: ωB97M-V/def2-TZVPD.

Calculated values
HOMO-LUMO gap (spin up / spin down) (eV): 8.0 / 8.0
2S+1: 1

Last column: Mulliken charge in e.
Cartesian coordinates (Å):
1 C 0.81 -0.14 -0.22  0.446
2 C -0.47 -0.13 -0.04  0.618
3 C 1.55 1.11 -0.68  -1.168
4 C -1.78 0.49 -0.11  -1.136
5 N 1.64 -1.18 0.03  -0.526
6 N -0.46 -1.75 0.97  0.359
7 O -1.45 -2.06 1.58  -0.630
8 S 1.03 -2.30 0.90  0.158
9 H 2.21 1.45 0.13  0.286
10 H 2.32 0.83 -1.39  0.335
11 H 0.80 1.82 -0.77  0.311
12 H -1.71 1.65 -0.01  0.284
13 H -2.17 0.23 -1.05  0.287
14 H -2.33 -0.01 0.66  0.375

***

Entry b
C4H6N2OS in the gas phase. Source: OMol25; level of theory: ωB97M-V/def2-TZVPD.

Calculated values
HOMO-LUMO gap (eV): 7.8
2S+1: 1
SMILES: C=C(NC=O)NC=S

Last column: Mulliken charge in e.
Cartesian coordinates (Å):
1 C 1.29 1.25 -0.28  -1.292
2 C 0.21 0.43 0.02  0.689
3 N 0.25 -0.92 0.12  0.180
4 C 1.41 -1.58 0.18  0.095
5 O 2.64 -1.22 -0.29  -0.631
6 N -1.02 0.94 0.08  -0.189
7 C -2.29 0.37 0.05  -0.122
8 S -2.69 -1.26 -0.24  -0.410
9 H 1.20 2.25 -0.32  0.423
10 H 2.28 0.60 -0.27  0.342
11 H -0.70 -1.29 0.10  -0.080
12 H 1.28 -2.66 0.58  0.297
13 H -0.85 2.04 0.18  0.286
14 H -3.01 1.04 0.09  0.413

***

Entry c
A molecular structure, C4H6N2OS. Source: OMol25; level of theory: ωB97M-V/def2-TZVPD.

Calculated values
HOMO-LUMO gap (eV): 8.6
2S+1: 1

Last column: Mulliken charge in e.
Cartesian coordinates (Å):
1 C 1.48 -0.48 -0.19  0.750
2 C 0.77 0.65 -0.83  -0.694
3 C -1.76 0.61 0.15  -0.007
4 C 0.38 -1.34 0.47  -0.735
5 H 0.55 0.73 -1.88  0.265
6 H 1.53 1.47 -0.79  0.376
7 H -0.25 1.95 0.78  0.319
8 H -2.63 1.15 1.08  0.246
9 H 0.86 -2.21 0.80  0.425
10 H 0.11 -1.00 1.49  0.331
11 N -0.46 1.17 -0.17  -0.350
12 N -2.26 -0.46 -0.26  -0.310
13 O 2.69 -0.60 -0.08  -0.565
14 S -1.02 -1.62 -0.56  -0.051

***

Entry d
C4H6N2OS in the gas phase. Source: OMol25; level of theory: ωB97M-V/def2-TZVPD.

Calculated values
HOMO-LUMO gap (eV): 8.1
2S+1: 1
SMILES: NCc1cc(=S)o[nH]1

Last column: Mulliken charge in e.
Cartesian coordinates (Å):
1 N -2.24 0.27 0.13  -0.655
2 C -1.29 -0.78 -0.10  -0.512
3 C 0.07 -0.24 -0.07  0.429
4 C 1.31 -0.74 -0.16  -0.571
5 C 2.32 0.26 -0.07  0.091
6 S 4.05 -0.14 0.05  -0.276
7 O 1.67 1.40 -0.09  -0.217
8 N 0.29 1.19 -0.31  -0.168
9 H -2.18 0.86 1.10  0.292
10 H -2.19 0.98 -0.67  0.301
11 H -1.42 -1.50 0.96  0.269
12 H -1.51 -1.43 -1.13  0.274
13 H 1.23 -1.74 -0.26  0.440
14 H -0.10 1.62 0.62  0.303

***

Decreasing stability: entry b, entry c, entry d, entry a

***

Entry a
C4H6N2OS in the gas phase. Source: OMol25; level of theory: ωB97M-V/def2-TZVPD.

Calculated values
HOMO-LUMO gap (eV): 8.5
2S+1: 1
SMILES: N/C=C(\C=O)C(N)=S

Last column: Mulliken charge in e.
Cartesian coordinates (Å):
1 N 0.65 -1.07 1.81  -0.290
2 C -0.14 -0.50 0.96  -0.257
3 C 0.29 -0.01 -0.27  0.086
4 C 1.71 0.19 -0.55  0.151
5 O 2.58 -0.39 0.09  -0.646
6 C -0.73 0.43 -1.30  0.229
7 N -1.87 0.84 -0.73  -0.421
8 S -0.48 0.40 -2.94  -0.340
9 H 1.61 -1.13 1.50  0.277
10 H 0.31 -1.38 2.71  0.200
11 H -1.18 -0.44 1.28  0.291
12 H 1.91 0.88 -1.42  0.293
13 H -2.62 1.07 -1.40  0.222
14 H -2.04 1.11 0.27  0.204

***

Entry b
C4H6N2OS in the gas phase. Source: OMol25; level of theory: ωB97M-V/def2-TZVPD.

Calculated values
HOMO-LUMO gap (eV): 8.5
2S+1: 1
SMILES: C#CC(=S)NNCO

Last column: Mulliken charge in e.
Cartesian coordinates (Å):
1 C 1.73 -2.27 -0.46  -0.086
2 C 1.90 -1.14 -0.05  -0.203
3 C 2.37 0.19 0.24  0.129
4 S 3.90 0.63 0.18  -0.340
5 N 1.38 1.15 0.49  -0.141
6 N 0.11 0.66 0.66  -0.199
7 C -0.85 0.88 -0.40  -0.497
8 O -1.30 -0.17 -1.15  -0.480
9 H 1.29 -3.25 -0.48  0.361
10 H 1.69 2.00 0.97  0.227
11 H -0.23 0.95 1.59  0.246
12 H -0.22 1.53 -1.05  0.381
13 H -1.77 1.49 0.01  0.275
14 H -1.97 -0.69 -0.64  0.326

***

Decreasing stability: entry a, entry b